6
Properties=species:S:1:pos:R:3:lowdin_charge:R:1 method="wB97M-V/def2-TZVPD" homo_energy_ev=-10.5018 e_tot_ev=-13973.803 de_lowest_kj_mol=191.3
C 1.07855 0.17027 0.65926 -0.013
C -1.92765 0.72463 -1.02400 -0.595
C 0.98349 -0.50924 -0.32286 -0.024
S -2.19236 0.02733 0.28273 0.641
H 1.11382 0.84851 1.40853 -0.008
H 0.94415 -1.26151 -1.00366 -0.001

***

11
Properties=species:S:1:pos:R:3:lowdin_charge:R:1 method="wB97M-V/def2-TZVPD" homo_energy_ev=-8.3310 e_tot_ev=-7659.866 smiles=Nc1cn[nH]c1 de_lowest_kj_mol=249.9
N -1.62352 -0.61083 -0.01537 0.047
C -0.50702 0.09792 -0.59370 -0.334
C 0.57556 -0.74904 -0.63529 -0.096
N 1.53688 -0.14790 0.09135 -0.028
N 1.22631 1.12481 0.42755 0.032
C 0.00656 1.30675 -0.04235 -0.142
H -2.35452 0.02895 0.26572 0.068
H -1.14870 -0.85383 0.85972 0.082
H 0.54799 -1.79447 -0.91140 0.123
H 2.29327 -0.61072 0.56244 0.145
H -0.47199 2.27924 0.02878 0.103

***

2
Properties=species:S:1:pos:R:3:lowdin_charge:R:1 method="wB97M-V/def2-TZVPD" homo_energy_ev=-14.3060 charge=+1 e_tot_ev=-13341.003 de_lowest_kj_mol=17.5
Pb 1.02160 -0.69089 -0.80268 0.950
I -1.02159 0.69089 0.80267 0.050

***

63
Properties=species:S:1:pos:R:3:lowdin_charge:R:1 method="wB97M-V/def2-TZVPD" homo_energy_ev=0.5498 charge=-3 e_tot_ev=-85723.824 de_lowest_kj_mol=346.2
O -1.32103 0.75706 0.95286 -0.354
V -1.76127 -0.79102 0.74515 1.140
O -2.95687 -1.21115 1.65160 -0.374
C -0.29851 0.81537 -5.27731 -0.036
C -1.10350 1.34867 -6.37957 -0.375
C -2.69680 1.15176 -6.17337 -0.373
O -3.41955 1.69825 -7.01211 -0.055
C -3.22578 0.51434 -5.00345 -0.052
C -2.36955 0.05864 -4.07200 -0.430
C -0.88351 0.23163 -4.17888 -0.374
O -0.02576 -0.14415 -3.23361 -0.137
O -2.89222 -0.26110 -2.93868 -0.132
O -0.75140 1.79910 -7.46571 -0.043
H 0.74409 1.08800 -5.34833 0.086
H -4.29622 0.52711 -4.86065 0.093
C 4.92324 -2.52434 3.39560 -0.040
C 3.97407 -2.48213 2.44425 -0.412
C 2.49531 -2.42560 2.64431 -0.397
O 1.63363 -2.42845 1.66440 -0.075
C 2.01188 -2.47582 3.89152 0.002
C 2.91553 -2.45591 5.06499 -0.345
C 4.50599 -2.42597 4.78733 -0.337
O 5.27609 -2.31087 5.79402 -0.093
O 2.64834 -2.57627 6.24058 0.007
O 4.46318 -2.48661 1.24331 -0.086
H 5.98217 -2.51576 3.18350 0.094
H 0.96051 -2.58997 4.11058 0.096
F -2.55753 -4.78038 -0.01794 0.059
C -2.82769 -6.08346 0.28661 -0.272
C -2.26449 -7.10694 -0.38252 -0.015
C -2.57957 -8.40950 0.02163 -0.097
C -3.35341 -8.73168 1.12266 -0.110
C -3.99811 -7.65994 1.75531 -0.078
C -3.65945 -6.32818 1.38578 0.004
H -1.64760 -6.95016 -1.25503 0.125
H -2.18959 -9.22909 -0.56371 0.096
H -3.65409 -9.75306 1.30375 0.091
H -4.72557 -7.87911 2.52289 0.090
H -3.99186 -5.46520 1.94360 0.112
F -0.90474 7.17992 0.57819 0.022
C -1.31107 6.63453 -0.60228 -0.296
C -2.00494 5.46615 -0.57721 -0.024
C -2.38712 4.89430 -1.79130 -0.053
C -2.07670 5.52371 -2.96620 -0.102
C -1.38006 6.71529 -3.03239 -0.072
C -1.05554 7.34867 -1.78632 -0.012
H -2.19216 5.04235 0.39837 0.119
H -2.97482 3.99405 -1.68849 0.117
H -2.37251 5.14549 -3.93360 0.111
H -1.18441 7.17997 -3.98747 0.096
H -0.40792 8.21172 -1.83272 0.094
F 3.55481 1.95768 -0.24723 0.065
C 3.55368 2.47386 1.01585 -0.242
C 4.62471 2.24751 1.88259 0.005
C 4.66357 2.86663 3.15422 -0.087
C 3.58812 3.63674 3.55148 -0.128
C 2.52451 3.91303 2.68948 -0.091
C 2.52561 3.30741 1.45160 -0.026
H 5.45563 1.59686 1.65320 0.112
H 5.40144 2.77796 3.93784 0.097
H 3.72817 4.18716 4.47008 0.086
H 1.78029 4.65060 2.95129 0.096
H 1.76835 3.54031 0.71764 0.115

***

33
Properties=species:S:1:pos:R:3:lowdin_spin:R:1 method="wB97M-V/def2-TZVPD" homo_energy_ev="-3.0185 / -3.0183" charge=-1 e_tot_ev=-121107.635 multiplicity=2 s_squared=0.751
C -0.05300 -2.22965 -1.43509 0.002
C 1.16348 -1.64856 -0.97205 0.003
C 1.03333 -1.44557 0.41053 -0.001
H 2.05847 -1.42057 -1.56318 0.000
C -0.27831 -1.81226 0.82501 0.000
C -0.92658 -2.37069 -0.32303 0.004
H -1.90644 -2.85329 -0.27696 0.000
H -0.24614 -2.65309 -2.43926 0.000
H 1.81959 -1.07872 1.06271 0.000
H -0.64734 -1.86848 1.85773 0.000
Yb -0.47977 0.22981 -0.69461 0.964
Br -0.44761 2.57302 -1.86768 0.003
C -4.18416 2.08203 -2.02231 0.000
C -4.90594 0.89903 -1.71369 0.000
C -4.68241 -0.04178 -2.77401 0.000
H -5.53289 0.73471 -0.84491 0.000
C -3.81742 0.57028 -3.72270 0.000
C -3.49945 1.87918 -3.25602 0.000
H -2.86557 2.60487 -3.76359 0.000
H -4.18209 2.99212 -1.44017 0.000
H -5.09122 -1.04572 -2.83063 0.000
H -3.50709 0.13993 -4.66447 0.000
F 5.37956 2.72055 2.21909 0.000
C 4.17714 2.25261 1.73982 0.000
C 3.17249 1.93347 2.64948 0.001
C 1.93272 1.45519 2.14394 0.002
C 1.82481 1.32847 0.79520 0.018
C 2.75428 1.72734 -0.11774 0.002
C 4.00524 2.20640 0.36157 0.001
H 3.34166 1.99921 3.72510 0.000
H 1.12212 1.16485 2.81629 0.000
H 2.55934 1.71086 -1.18945 0.000
H 4.80047 2.47044 -0.33287 0.000

***

115
Properties=species:S:1:pos:R:3:lowdin_charge:R:1 method="wB97M-V/def2-TZVPD" homo_energy_ev=-6.1976 e_tot_ev=-149061.082 de_lowest_kj_mol=830.1
Zr -0.12296 0.25313 0.39356 1.910
O 1.43698 -1.14242 0.78957 -0.352
C 1.46790 -2.49999 0.94864 -0.448
C 2.44523 -3.03213 1.94357 0.024
C 2.32739 -4.27942 2.39872 -0.010
C 1.17282 -5.17225 2.02607 -0.154
C -0.23847 -4.97590 0.31790 -0.081
C -0.06543 -3.54562 -0.25494 -0.203
C -1.09966 -2.95925 -1.13088 -0.098
N -1.26257 -1.70222 -1.13228 -0.044
C -2.22020 -1.10680 -2.05722 -0.226
C -1.49922 -0.02693 -2.84773 -0.157
N -0.51389 0.59256 -1.96142 -0.059
C 0.29660 1.42388 -2.43164 -0.081
C 1.22944 2.16911 -1.53241 -0.299
C 2.12856 3.02023 -2.38803 -0.030
C 2.61353 4.13521 -1.87048 -0.029
C 2.41642 4.28723 -0.39375 -0.184
C 0.96513 4.04826 -0.01197 0.016
C 0.36111 2.97219 -0.51567 -0.344
O -0.68336 2.24275 -0.12994 -0.296
H 3.21723 -2.36243 2.31152 0.096
H 3.04716 -4.65127 3.12067 0.101
H 1.06140 -5.95170 2.77732 0.134
H -1.10358 -5.53104 -0.04356 0.146
H -1.72525 -3.61043 -1.74944 0.144
H -3.00507 -0.63887 -1.46815 0.061
H -2.67973 -1.84640 -2.71820 0.122
H -2.21358 0.72186 -3.18863 0.133
H -0.99074 -0.43820 -3.72027 0.110
H 0.26028 1.73188 -3.47834 0.152
H 2.24557 2.75496 -3.43344 0.110
H 3.20263 4.84184 -2.44455 0.119
H 2.76698 5.24298 -0.01096 0.135
H 0.53055 4.60722 0.80727 0.107
C 4.71085 -3.38787 5.77455 -0.082
O 4.84855 -2.70108 4.54400 -0.093
C 4.96685 -1.34647 4.59157 -0.279
C 4.96144 -0.59472 5.75755 -0.010
C 5.09133 0.78899 5.67111 -0.030
C 5.16858 1.43066 4.44972 -0.275
C 5.20328 0.66011 3.28424 -0.003
C 5.11227 -0.71146 3.36079 0.010
N 5.29375 2.87732 4.52501 0.069
N 4.77002 3.65799 3.70850 0.082
C 3.88705 3.17634 2.66005 -0.231
C 4.14326 3.54956 1.41061 0.013
C 3.34255 3.09371 0.23184 -0.172
C 2.50269 1.91821 0.58374 -0.160
O 1.84952 1.23633 -0.52660 -0.144
C 2.05469 1.71661 1.85244 -0.168
N 0.96766 0.90440 2.13924 -0.109
C 0.66445 0.61023 3.42542 -0.199
C 1.28868 1.14946 4.49730 -0.066
C 2.33877 2.06954 4.24246 -0.021
C 2.74405 2.33174 2.97821 -0.120
H 4.64446 -4.44325 5.52640 0.088
H 3.80311 -3.08168 6.30024 0.097
H 5.57597 -3.22332 6.42045 0.095
H 4.86171 -1.05963 6.72787 0.102
H 5.09428 1.39369 6.57087 0.117
H 5.30604 1.12486 2.31610 0.117
H 5.13404 -1.31332 2.46510 0.097
H 5.00551 4.18272 1.22120 0.123
H 4.03783 2.82321 -0.56604 0.132
H -0.17828 -0.05149 3.57716 0.095
H 0.98061 0.89875 5.50119 0.101
H 2.82946 2.55920 5.07524 0.116
N -0.80034 -1.92092 1.70706 0.074
C 0.03644 -2.99078 1.19838 -0.306
C -0.14866 -4.40880 1.76003 -0.087
C 1.06768 -5.79034 0.55945 -0.166
C 2.19066 -5.51882 -0.37476 -0.028
C 2.35943 -4.30563 -0.88459 -0.062
C 1.45713 -3.16655 -0.53966 -0.285
P 1.73012 -1.67865 -1.63538 1.172
C 1.87906 -2.48714 -3.31917 -0.317
C 3.07931 -2.76171 -3.97655 -0.090
C 3.09448 -3.30781 -5.25503 -0.078
C 1.90913 -3.59118 -5.91686 -0.093
C 0.70226 -3.32779 -5.28417 -0.087
C 0.69479 -2.78467 -4.00676 -0.108
C 3.50730 -1.28182 -1.40938 -0.346
C 4.40234 -1.86671 -0.52334 -0.068
C 5.71800 -1.41380 -0.43999 -0.078
C 6.15496 -0.36464 -1.23245 -0.083
C 5.26856 0.23134 -2.12357 -0.079
C 3.96608 -0.22827 -2.20673 -0.121
H -1.75988 -2.24622 1.75156 0.032
H -0.48313 -1.73442 2.65560 0.101
H -0.95215 -4.52662 2.48591 0.150
H 0.86021 -6.85748 0.61071 0.136
H 2.87505 -6.32202 -0.62716 0.110
H 3.18289 -4.11655 -1.56286 0.099
H 4.02384 -2.55064 -3.49144 0.100
H 4.04391 -3.51496 -5.73340 0.104
H 1.92459 -4.00654 -6.91648 0.101
H -0.23413 -3.53938 -5.78664 0.101
H -0.26146 -2.59310 -3.53371 0.068
H 4.09823 -2.69464 0.10407 0.090
H 6.40314 -1.88828 0.25139 0.104
H 7.17733 -0.01420 -1.16094 0.102
H 5.59243 1.05438 -2.74971 0.105
H 3.28440 0.23908 -2.91214 0.104
Cl -3.70119 -1.56858 0.70962 0.708
C -3.35056 -0.28566 1.87449 -0.655
C -2.25054 0.56828 1.69581 -0.209
C -2.25383 1.61635 2.66376 -0.653
Cl -1.16515 2.97495 2.59008 0.765
C -3.14060 1.68830 3.74972 -0.711
Cl -3.02169 2.93675 4.93424 0.671
C -4.13922 0.73861 3.90028 -0.724
Cl -5.20853 0.78424 5.24770 0.679
C -4.27115 -0.23675 2.92653 -0.719
Cl -5.56303 -1.37457 3.06764 0.660

***

no.,maximum force (eV/Å)
1,2.59
2,1.18
3,2.28
4,6.20
5,5.09
6,2.27